Record 1
{
  "formula": "C16H20N2",
  "method": "ωB97M-V with the def2-TZVPD basis set",
  "e_tot_ev": -19896.6155,
  "spin_multiplicity": 1,
  "gap_ev": 9.373,
  "max_force_ha_per_bohr": 0.009,
  "relative_energy_kcal_mol": 17.1,
  "smiles": "CN(C)CC[C@@H](c1ccccc1)c1ccccn1",
  "symbols": ["C", "N", "C", "C", "C", "C", "C", "C", "C", "C", "C", "C", "C", "C", "C", "C", "C", "N", "H", "H", "H", "H", "H", "H", "H", "H", "H", "H", "H", "H", "H", "H", "H", "H", "H", "H", "H", "H"],
  "positions_angstrom": [[3.221, 1.544, -1.265], [2.973, 1.488, 0.160], [4.202, 1.241, 0.885], [1.952, 0.512, 0.505], [0.556, 0.964, 0.078], [-0.534, 0.084, 0.703], [-1.907, 0.605, 0.332], [-2.690, 1.237, 1.288], [-3.938, 1.739, 0.964], [-4.423, 1.614, -0.326], [-3.652, 0.982, -1.286], [-2.404, 0.482, -0.959], [-0.430, -1.376, 0.337], [-0.032, -1.835, -0.917], [-0.010, -3.198, -1.155], [-0.385, -4.065, -0.141], [-0.757, -3.513, 1.074], [-0.777, -2.214, 1.307], [3.992, 2.287, -1.462], [2.315, 1.849, -1.783], [3.555, 0.576, -1.674], [4.921, 2.022, 0.641], [4.003, 1.277, 1.955], [4.651, 0.264, 0.644], [2.177, -0.480, 0.072], [1.957, 0.404, 1.593], [0.410, 1.993, 0.413], [0.460, 0.956, -1.007], [-0.443, 0.133, 1.793], [-2.319, 1.336, 2.298], [-4.533, 2.229, 1.721], [-5.397, 2.003, -0.582], [-4.024, 0.876, -2.295], [-1.819, -0.015, -1.719], [0.269, -1.149, -1.693], [0.297, -3.580, -2.119], [-0.383, -5.134, -0.287], [-1.052, -4.138, 1.908]],
  "atomic_forces_ev_per_a": [[-0.073, 0.061, 0.074], [0.034, -0.032, 0.067], [-0.054, 0.028, -0.017], [-0.141, 0.211, -0.088], [0.170, -0.262, 0.262], [0.032, 0.243, -0.251], [-0.035, 0.043, 0.163], [0.047, -0.014, -0.022], [-0.097, 0.067, 0.023], [-0.096, 0.044, 0.012], [-0.011, -0.002, -0.099], [-0.004, 0.026, 0.001], [0.151, -0.048, -0.055], [0.006, -0.083, 0.075], [-0.042, -0.006, 0.050], [0.017, 0.057, -0.039], [0.011, -0.371, -0.106], [-0.107, 0.242, 0.357], [0.016, 0.015, -0.076], [0.000, 0.003, -0.120], [0.015, -0.038, -0.017], [0.082, -0.008, 0.031], [0.055, -0.020, 0.054], [0.031, -0.032, -0.005], [0.054, 0.042, 0.080], [-0.001, -0.059, -0.009], [-0.021, 0.013, -0.057], [-0.047, 0.057, -0.091], [-0.003, -0.043, -0.115], [0.058, -0.014, 0.106], [-0.046, 0.034, 0.061], [-0.075, 0.027, -0.016], [-0.026, -0.009, -0.074], [0.060, -0.058, -0.084], [0.037, 0.111, -0.047], [0.016, -0.014, -0.047], [-0.004, -0.086, 0.017], [-0.008, -0.128, 0.003]]
}

Record 2
{
  "formula": "C16H20N2O2S",
  "method": "ωB97M-V with the def2-TZVPD basis set",
  "e_tot_ev": -34825.5313,
  "spin_multiplicity": 1,
  "gap_ev": 9.280,
  "max_force_ha_per_bohr": 0.041,
  "relative_energy_kcal_mol": 75.1,
  "smiles": "Cc1ccc(S(=O)(=O)/N=C/c2ccccc2)cc1.CNC",
  "symbols": ["C", "C", "C", "C", "C", "S", "O", "O", "N", "C", "C", "C", "C", "C", "C", "C", "C", "C", "H", "H", "H", "H", "H", "H", "H", "H", "H", "H", "H", "H", "H", "C", "N", "C", "H", "H", "H", "H", "H", "H", "H"],
  "positions_angstrom": [[5.536, -2.049, 2.365], [4.286, -1.214, 2.314], [3.679, -0.790, 3.503], [2.538, 0.010, 3.480], [1.991, 0.398, 2.252], [0.615, 1.537, 2.207], [0.555, 2.171, 3.498], [0.772, 2.340, 1.014], [-0.720, 0.496, 2.014], [-1.887, 0.961, 1.690], [-3.071, 0.122, 1.958], [-4.366, 0.660, 2.098], [-5.459, -0.201, 2.230], [-5.266, -1.588, 2.278], [-3.965, -2.114, 2.246], [-2.865, -1.256, 2.120], [2.575, -0.028, 1.056], [3.714, -0.830, 1.093], [5.882, -2.277, 1.354], [6.335, -1.516, 2.895], [5.370, -2.994, 2.897], [4.115, -1.088, 4.460], [2.071, 0.333, 4.407], [-2.075, 2.029, 1.511], [-4.501, 1.743, 2.072], [-6.473, 0.206, 2.269], [-6.126, -2.257, 2.354], [-3.795, -3.191, 2.296], [-1.838, -1.631, 2.100], [2.137, 0.264, 0.104], [4.182, -1.160, 0.162], [-1.089, 1.786, -1.328], [-2.186, 1.181, -0.570], [-3.492, 1.668, -1.011], [-0.176, 1.207, -1.165], [-1.307, 1.811, -2.408], [-0.919, 2.811, -0.979], [-2.147, 0.164, -0.676], [-4.282, 1.020, -0.620], [-3.647, 2.685, -0.630], [-3.568, 1.699, -2.111]],
  "atomic_forces_ev_per_a": [[0.106, -0.051, -0.046], [-0.315, 0.225, 0.034], [-0.128, 0.071, -0.160], [-0.059, -0.047, -0.206], [0.161, -0.252, -0.009], [-0.678, -0.513, -0.730], [-0.203, -0.152, -0.242], [-0.058, -0.086, 0.416], [0.542, 0.389, 0.156], [0.860, 1.307, 1.415], [-0.355, -0.595, 0.099], [0.423, -0.357, -0.362], [0.133, -0.134, 0.031], [0.334, 0.170, 0.002], [0.109, 0.377, -0.006], [-0.610, -0.174, -0.312], [-0.063, -0.039, 0.247], [0.016, -0.030, 0.188], [0.031, -0.018, 0.158], [-0.130, -0.093, -0.125], [-0.018, 0.177, -0.113], [-0.165, 0.109, -0.272], [0.087, 0.035, -0.200], [0.140, -0.313, 0.424], [-0.019, -0.313, -0.098], [0.350, -0.110, 0.085], [0.278, 0.220, -0.022], [-0.139, 0.313, 0.068], [-0.433, 0.084, -0.040], [0.112, 0.038, 0.184], [-0.181, 0.124, 0.266], [0.038, -0.042, 0.062], [-0.129, -0.725, -1.020], [0.027, -0.067, 0.030], [-0.139, 0.247, 0.027], [0.045, -0.018, 0.147], [0.019, -0.216, -0.065], [-0.069, 0.409, -0.105], [0.126, 0.169, -0.043], [-0.005, -0.130, -0.075], [-0.039, 0.012, 0.211]]
}